No. 1
Computed, not measured: a structure of composition C14H81InNO26S2, with ωB97M-V/def2-TZVPD.

Results
Max |F| (eV/A): 1.1
LUMO energy (eV): 1.29
HOMO level (Eh): -0.15227
Charge: -1
Frontier orbital gap (eV): 5.438

Each line ends with the Löwdin charge.
Cartesian coordinates (Å):
C: 0.77001 0.03132 1.82193  -0.60
H: -2.68372 3.51366 2.64588  0.01
H: -1.28282 -4.63601 -0.52793  0.10
H: -7.94022 -1.26753 4.63991  0.06
O: 5.60118 0.57217 1.00193  -0.05
H: -3.73067 6.63480 -4.39900  0.04
H: 8.17152 -0.74922 -4.10783  0.04
H: -3.13978 5.18669 -1.86566  0.05
H: -1.99013 -0.12987 2.14107  0.02
O: 0.11227 6.29714 -2.03565  -0.06
H: 3.05110 5.30878 -1.06587  0.04
C: -0.18325 -4.06069 1.19740  -0.10
H: 1.04555 -1.01778 -3.23396  0.05
H: 1.19296 -6.26041 -1.71867  0.06
H: 2.37601 -7.96944 0.23975  -0.02
H: 0.15277 4.90340 -0.22441  0.00
C: -7.36930 -0.20242 -0.26973  0.00
H: -2.39986 4.72563 -3.10811  -0.01
O: -9.82041 -0.09967 2.03256  -0.06
H: 0.48447 -0.98915 2.08522  -0.02
O: 3.10139 -0.29252 -5.66542  -0.06
C: -6.79665 -1.35183 -1.06454  -0.52
H: -6.76155 0.69482 -0.31956  0.07
O: 1.39380 -6.65859 -0.86615  -0.05
O: -2.72651 4.41075 -2.26007  -0.04
H: 1.24659 -2.11056 -1.01450  0.07
H: 6.30611 -2.86384 -1.27635  0.04
H: 3.79167 -0.94734 -5.49958  0.00
H: 5.65228 -2.81070 -3.73864  0.01
H: -5.35032 -2.36688 4.82640  0.01
H: 4.26889 -2.29797 -3.36407  0.04
H: -1.27727 0.82509 4.85140  0.04
O: -3.22686 7.11119 -3.73286  -0.05
H: 8.56930 0.45245 0.08206  -0.01
H: -1.97831 4.59870 1.86286  0.01
C: -2.26320 -0.21351 3.19359  -0.17
H: -2.41979 -0.23929 -1.93237  0.07
H: -3.09105 0.46866 3.36691  0.06
H: 2.76416 2.16912 -0.31175  -0.31
H: 3.34181 -5.08404 -0.28874  0.02
H: -7.43050 -0.42032 6.75211  -0.01
C: -3.80633 0.06992 -0.33933  -0.19
H: -1.29597 4.77887 -0.65766  0.00
O: 2.86258 -8.54337 0.84965  -0.07
O: -2.58738 4.47001 2.60360  -0.08
O: 8.85418 -0.25075 1.85591  -0.04
H: 9.01400 -1.99736 -4.33498  0.04
H: 9.83272 2.93502 3.28060  0.05
In: 0.23685 0.33978 -0.33056  0.55
H: 0.42273 6.23118 -2.94388  0.03
H: -9.40381 -0.92373 1.76508  0.02
H: 6.46476 0.16198 0.90688  0.00
C: -1.65032 1.42186 -0.68364  -0.27
H: 0.28117 4.19918 -4.56605  0.05
O: -7.69815 0.13014 7.50429  -0.07
H: 7.62653 -2.74979 -2.03337  0.02
H: 3.54941 2.22077 -3.68685  -0.04
O: 8.05647 0.53053 -0.74104  -0.06
H: 8.53019 1.17060 -1.27666  0.03
O: 9.87299 2.52870 2.41037  -0.04
H: 4.69645 -5.40575 -0.89955  0.03
H: -2.03811 1.85830 0.23874  0.03
H: -5.05242 -1.51844 3.59659  0.03
O: 3.98395 -4.76103 -0.93109  -0.06
H: -8.21080 0.84444 7.11842  0.03
H: -4.70341 -1.85543 0.15663  0.12
H: -3.36240 -0.02767 0.65249  0.08
C: -0.87249 -2.52496 -0.71788  -0.26
H: -3.31483 1.25044 -2.05686  0.10
S: 2.11249 1.69952 -1.38458  0.27
O: -3.94578 1.18256 5.63619  -0.06
H: 4.79557 4.00241 1.32314  0.03
H: 0.43990 -4.24160 -0.85917  0.08
H: -0.94115 -3.52440 1.76467  0.06
H: 2.19082 -8.93668 1.41112  0.03
H: 0.53131 -6.87459 -0.49611  0.05
H: 4.91780 1.80569 -4.18547  0.03
O: -7.42684 -2.40180 -1.15990  0.04
O: 5.00961 -2.11987 -3.95293  -0.07
O: -0.62847 4.35897 -0.10237  -0.06
H: -1.41385 2.26746 -1.32522  0.00
O: -7.51387 -1.82535 5.30007  -0.04
O: -4.63144 -2.08037 4.25199  -0.06
H: -2.54574 -1.24832 3.36490  0.05
H: -3.53541 2.03769 5.79568  0.04
H: 9.50867 -0.95431 1.88294  0.06
H: 0.09443 -2.53450 -3.30135  0.06
H: -8.23274 -2.11780 5.87194  0.06
S: 0.08785 1.23975 2.98347  0.75
C: -4.39907 -1.29070 -0.72807  -0.17
H: -1.66364 -2.57653 -1.46838  0.08
O: -0.54542 4.46098 -4.14975  -0.06
H: -3.63629 -1.85378 -1.25640  0.09
O: 2.44563 5.24566 -0.32217  -0.07
H: -2.33473 6.75062 -3.79800  0.02
H: -8.36479 0.00952 -0.65460  0.08
N: -5.54999 -1.15720 -1.68066  0.04
C: -0.45372 -3.95347 -0.31214  -0.26
H: -0.48630 -0.67834 4.34437  0.07
H: 0.79883 -3.65488 1.44007  0.07
C: -2.78226 0.60994 -1.34699  -0.28
C: -1.00611 0.21202 3.99198  -0.56
H: 5.04480 0.12631 0.35538  0.05
H: 3.53591 0.53842 -5.45634  -0.01
H: -7.46429 -0.51799 0.76678  0.07
H: -0.70187 -0.98433 -3.09901  0.05
O: 4.37461 3.16707 1.10986  -0.07
H: -0.55206 3.96447 -3.31554  0.04
H: 10.25577 3.19979 1.83933  0.05
H: 0.87071 6.63667 -1.54500  0.03
H: -0.20257 -5.10598 1.51396  0.06
O: 6.80812 -3.26043 -1.99578  -0.06
H: -3.21801 0.55492 5.66469  0.01
C: 0.18963 -1.54979 -2.81965  -0.17
H: -4.64301 0.76314 -0.23170  0.10
H: -5.48197 -1.88630 -2.38001  0.12
H: -1.28604 -2.03808 0.17128  0.08
H: -10.10946 0.29439 1.20562  0.03
O: 8.68696 -1.41507 -3.64377  -0.05
O: 4.23899 2.47376 -4.32294  -0.09
C: 0.28224 -1.67765 -1.29709  -0.42
H: 2.40837 4.28724 -0.16667  0.00
H: 5.06612 2.48987 1.13700  0.00
H: 1.85576 0.08347 1.91509  -0.02
H: 9.32575 0.54961 2.12685  0.01

No. 2
Computed, not measured: the molecule C14H8N2O, with ωB97M-V/def2-TZVPD.

Results
Max |F| (eV/A): 3.3
LUMO energy (eV): -1.44
HOMO level (Eh): -0.29447
Charge: 0
Frontier orbital gap (eV): 6.576

Each line ends with the Löwdin charge.
Cartesian coordinates (Å):
C: 2.69952 -0.24043 -2.36098  0.04
C: -1.43627 0.62177 2.44871  -0.02
N: 2.93052 2.00502 0.33696  0.08
O: -1.66650 -1.14136 0.16262  0.09
C: 2.62146 0.58692 -1.27381  -0.24
C: 1.60680 -1.09394 -2.58642  -0.05
H: -0.04548 3.02207 4.47970  0.10
C: -0.15682 2.34018 3.64436  -0.07
H: -2.31928 -0.00869 2.41514  0.10
H: 1.69977 -1.80512 -3.39746  0.10
C: 1.67067 1.41482 0.54123  -0.16
H: -2.08053 1.49374 4.32551  0.11
C: -0.60411 -0.25772 0.28250  -0.12
C: 0.46107 -1.11464 -1.78410  0.03
C: 0.42847 -0.28709 -0.66055  -0.10
C: -1.28763 1.49019 3.54198  -0.06
C: 1.53084 0.54050 -0.48778  -0.15
H: 1.65062 2.95701 2.73698  0.11
C: -0.49009 0.61108 1.40791  -0.10
C: 0.80208 2.29462 2.65684  0.00
C: 0.65237 1.44228 1.50846  -0.07
H: -0.31278 -1.83287 -2.01945  0.12
H: -2.17775 -1.08983 0.97250  0.08
N: 3.47436 1.53331 -0.71560  0.07
H: 3.57813 -0.25240 -2.94583  0.11

No. 3
Computed, not measured: a cluster of 2 separate species, C14H9BrCl4F5NOP in total, with ωB97M-V/def2-TZVPD.

Results
Max |F| (eV/A): 1.0
LUMO energy (eV): -4.75
HOMO level (Eh): -0.48017
Charge: +1
Frontier orbital gap (eV): 8.313

Each line ends with the Löwdin charge.
Cartesian coordinates (Å):
H: -4.51231 -2.59367 -2.41159  0.12
C: -4.23853 -0.71499 -1.41940  0.02
O: 3.83434 2.92475 0.03384  -0.39
C: -2.61913 -2.50474 -1.40501  0.01
H: 1.53932 -1.28137 1.50728  0.14
C: 3.87722 0.84366 4.42774  -2.05
H: 2.99164 2.96259 0.51049  0.04
F: -4.94660 1.83369 -0.74479  0.16
C: -3.40885 0.06919 -0.62582  -0.09
H: -5.18781 -0.32284 -1.74841  0.13
C: 0.67017 -1.13347 -0.40447  -0.09
Cl: 4.05448 1.95665 3.05226  0.54
H: 1.51309 0.87676 -2.89503  0.11
Cl: 4.22872 -0.79926 3.87265  0.53
C: 1.58080 -0.76609 0.56244  0.07
Br: 2.26401 3.57773 -2.49223  0.35
N: 0.70551 -0.53758 -1.60708  0.18
H: 3.21054 0.51919 1.04170  0.06
C: 1.57059 0.43448 -1.91361  -0.06
C: -2.17294 -0.43891 -0.23155  0.05
F: -0.04301 -3.28837 -0.89674  0.14
F: -3.88006 1.56929 1.10965  0.18
C: 2.48660 0.86698 -0.96608  -0.37
Cl: 2.21850 0.92153 5.02493  0.54
H: -2.29041 -3.49556 -1.67514  0.12
F: -0.41021 -2.50121 1.11238  0.14
H: 0.04062 -0.82251 -2.31985  0.20
F: -2.86894 2.34715 -0.61255  0.15
C: -3.85548 -2.00064 -1.79867  -0.02
C: -3.79039 1.46146 -0.20690  -0.62
Cl: 4.99889 1.30174 5.69633  0.57
P: 3.67780 2.21518 -1.41673  0.60
C: -1.77278 -1.71186 -0.63303  -0.13
C: -0.40723 -2.19955 -0.19772  -0.46
C: 2.49592 0.23814 0.27646  -0.01
H: -1.55408 0.19243 0.39423  0.14

No. 4
Computed, not measured: a structure of composition C14H9CuF5N4S2, with ωB97M-V/def2-TZVPD.

Results
Max |F| (eV/A): 0.8
LUMO energy (alpha / beta) (eV): -0.81 / -1.22
HOMO level (alpha / beta) (Eh): -0.28980 / -0.29057
Spin multiplicity: 2
Charge: 0
<S²>: 0.76
Frontier orbital gap (alpha / beta) (eV): 7.076 / 6.684

Each line ends with the Löwdin charge.
Cartesian coordinates (Å):
H: 2.97316 -4.77738 -0.14912  0.11
H: 0.51461 -0.69288 -4.02268  0.07
N: 0.37139 0.07419 -1.58764  -0.08
C: 1.79950 -2.02556 1.39443  -0.10
C: -0.60120 2.04486 -1.86372  -0.83
H: -1.52518 3.80384 -2.26948  0.08
C: 0.96778 1.06767 6.07072  -0.15
N: 1.36276 -1.33266 0.35059  0.02
C: 0.92505 -1.02149 -1.97670  -0.25
F: -0.25977 2.52557 3.02211  0.07
S: -1.03766 -0.31709 2.21180  0.69
H: 2.72047 -3.81141 2.13981  0.11
C: 0.05646 1.58873 3.91346  -0.24
F: 0.84622 3.29333 5.33465  0.12
S: -0.62231 2.37275 -0.16126  0.68
H: 0.54859 -2.40545 -3.55885  0.09
C: 1.02100 -1.43263 -3.41028  -0.02
C: 0.62765 1.99765 5.10475  -0.15
N: -0.11820 0.96502 -2.44944  0.00
C: 0.18975 -0.66817 4.61966  -0.26
C: 2.05933 -3.08568 -1.09704  0.00
F: 1.50403 1.45903 7.22425  0.13
C: 2.38671 -3.27256 1.26528  -0.03
F: 0.02563 -1.97850 4.41049  0.07
F: 1.09688 -1.18542 6.73262  0.12
N: -1.11710 2.98244 -2.67235  0.08
C: 1.46580 -1.84573 -0.89134  -0.20
C: -0.19639 0.24516 3.63474  -0.52
H: -1.14078 2.82937 -3.66521  0.10
Cu: 0.13613 0.29112 0.37014  0.15
H: 2.15167 -3.47816 -2.09988  0.11
H: 2.06326 -1.50714 -3.72651  0.09
H: 1.67102 -1.56081 2.36319  0.10
C: 2.51888 -3.80589 -0.00749  -0.04
C: 0.75126 -0.27529 5.81958  -0.15

No. 5
Computed, not measured: a structure of composition C14H9F5I2O4STmYb, with ωB97M-V/def2-TZVPD.

Results
Max |F| (eV/A): 7.3
LUMO energy (alpha / beta) (eV): -16.24 / -16.24
HOMO level (alpha / beta) (Eh): -0.82108 / -0.82119
Spin multiplicity: 4
Charge: +4
<S²>: 3.75
Frontier orbital gap (alpha / beta) (eV): 6.101 / 6.101

Each line ends with the Löwdin charge.
Cartesian coordinates (Å):
H: -1.81916 0.24603 -2.80471  0.06
H: -4.55563 2.48550 -1.25989  0.14
F: 4.05633 1.00058 2.86280  0.18
F: 5.08258 -1.22925 1.66533  0.23
H: -1.59444 1.89736 -2.24330  0.06
O: -1.55141 -2.46867 -3.32366  0.22
Yb: -0.13238 1.61730 1.49742  1.38
F: 1.35522 1.33505 3.15345  -0.08
F: 0.65538 -3.22439 1.59455  -0.14
Tm: -0.63436 -2.00778 0.36019  0.93
C: -3.13546 0.79858 -1.16102  -0.70
C: 1.84797 0.16085 2.47991  -0.25
H: -4.62431 -0.62002 -0.50133  0.10
I: -2.45043 -2.23778 2.83424  0.60
C: -0.34252 3.31677 -0.48985  0.01
C: 0.97106 -0.74102 1.79459  -0.22
C: -4.13582 -0.31640 -1.42385  -0.07
C: -2.34206 1.11661 -2.40422  -0.07
I: -2.13655 0.64579 3.84828  0.53
H: -4.92985 -0.05428 -2.13598  0.14
H: -4.25893 1.86454 0.35716  0.09
C: 2.94044 -2.24108 1.67494  -0.10
O: -0.62735 4.28770 -1.08915  0.19
C: 2.26920 2.68645 0.80785  0.01
S: -1.92454 0.10408 0.34182  0.23
H: -3.00856 1.48373 -3.20450  0.14
C: 3.22304 0.03053 2.40416  -0.10
H: -3.04652 2.84223 -0.43435  0.06
C: -1.11877 -2.19514 -2.31253  -0.01
C: 1.43010 -3.05782 -1.13383  0.05
C: -3.78546 2.05643 -0.60418  -0.08
C: 1.57620 -2.02889 1.73988  -0.18
H: -3.63413 -1.20050 -1.81828  0.06
C: 3.77649 -1.15192 1.92509  -0.06
O: 2.22801 -3.86768 -1.33772  0.21
O: 3.22372 3.19602 1.09327  0.24
F: 3.46838 -3.45010 1.38460  0.19

No. 6
Computed, not measured: the molecule C14H9F6N3S2, with ωB97M-V/def2-TZVPD.

Results
Max |F| (eV/A): 5.9
LUMO energy (eV): -0.73
HOMO level (Eh): -0.29713
Charge: 0
Frontier orbital gap (eV): 7.356

Each line ends with the Löwdin charge.
Cartesian coordinates (Å):
C: 4.09864 -1.72107 -0.68846  -0.14
S: 0.22362 -4.92871 1.82022  0.53
H: 2.08479 -2.56823 -0.45583  0.10
C: -0.36020 -3.45405 1.26425  -0.90
C: -0.47608 1.56992 1.62322  0.03
C: 4.73696 -0.48275 -0.34595  -0.38
C: 0.39648 1.05736 0.72825  -0.20
C: -1.92347 3.48891 2.79876  -0.48
H: 4.53284 -2.60147 -1.25077  0.12
C: -0.76378 3.61609 0.44022  0.03
H: 5.75964 -0.12724 -0.56471  0.07
N: -1.58873 -3.39847 0.80982  0.08
F: -0.49213 5.05491 -1.85225  0.08
N: 0.47904 -2.40399 1.64522  -0.08
F: -1.35155 4.54373 3.53892  0.08
H: -2.19252 -4.14876 1.20155  0.12
F: 0.16564 3.23570 -2.84632  0.12
N: 0.08018 -1.18651 1.46141  0.06
H: -1.42539 4.49290 0.40117  0.14
C: 2.71880 -1.74815 -0.26543  -0.19
H: -0.78111 0.89150 2.42998  0.12
C: -0.97168 2.92127 1.61815  -0.03
C: 0.10850 3.15140 -0.53807  -0.09
H: 1.33263 1.55493 -1.28712  0.13
F: 1.71938 4.38766 -1.70067  0.15
S: 3.53835 0.56682 0.31588  1.00
C: 0.42313 3.98290 -1.73715  -0.50
C: 0.68406 1.83272 -0.42773  0.06
F: -2.08075 2.47395 3.67136  0.13
H: 1.34875 -2.54908 2.17609  0.15
C: 0.83486 -0.33049 0.85665  -0.18
C: 2.19401 -0.65059 0.16670  -0.40
F: -3.05822 3.95637 2.27087  0.15
H: -2.00269 -2.48747 0.71380  0.09

What is the formula in the first record?
C14H81InNO26S2